1.
{"formula": "C16H20BCl36N2O", "method": "ωB97M-V/def2-TZVPD", "charge": 1, "homo_lumo_gap_ev": 10.125, "homo_energy_ev": -12.31, "multiplicity": 1, "symbols": ["C", "B", "O", "C", "C", "N", "C", "N", "H", "H", "H", "H", "H", "H", "H", "H", "C", "Cl", "Cl", "Cl", "H", "C", "Cl", "Cl", "Cl", "H", "C", "Cl", "Cl", "Cl", "H", "C", "Cl", "Cl", "Cl", "H", "C", "Cl", "Cl", "Cl", "H", "C", "Cl", "Cl", "Cl", "H", "C", "Cl", "Cl", "Cl", "H", "C", "Cl", "Cl", "Cl", "H", "C", "Cl", "Cl", "Cl", "H", "C", "Cl", "Cl", "Cl", "H", "C", "Cl", "Cl", "Cl", "H", "C", "Cl", "Cl", "Cl", "H"], "coordinates": [[-6.9170, -0.1588, 2.5887], [-5.4415, -0.6674, 2.5468], [-4.9206, -1.6236, 3.3638], [-4.4836, -0.0118, 1.4546], [-4.2412, 1.3174, 1.2634], [-3.3639, 1.4135, 0.2023], [-3.0816, 0.2046, -0.2532], [-3.7400, -0.6748, 0.4926], [-7.4908, -0.5346, 3.4295], [-6.8916, 0.9349, 2.5875], [-7.3897, -0.4160, 1.6357], [-5.4177, -2.4638, 3.2858], [-4.6319, 2.1779, 1.7739], [-3.0185, 2.2821, -0.1841], [-2.4508, -0.0437, -1.0899], [-3.7294, -1.6861, 0.4118], [-3.6490, 3.0964, -3.3311], [-5.1141, 2.6185, -2.4595], [-2.7201, 4.2814, -2.4116], [-2.6430, 1.6921, -3.6871], [-3.9452, 3.5532, -4.2662], [-1.7146, -4.3520, 1.7079], [-3.3099, -3.9137, 1.0356], [-1.9106, -5.4886, 3.0274], [-0.6844, -5.0143, 0.4532], [-1.2546, -3.4528, 2.0994], [-2.1589, 4.8810, -7.3031], [-3.8625, 4.4697, -7.0519], [-1.9352, 6.6235, -7.3207], [-1.1362, 4.1219, -6.0814], [-1.8682, 4.4921, -8.2701], [0.6770, 3.1600, -0.6134], [0.4019, 3.2487, -2.3470], [-0.7180, 2.3582, 0.1545], [2.1343, 2.2792, -0.2280], [0.7525, 4.1677, -0.2265], [-0.7753, -0.4285, -6.6894], [0.5255, -1.3124, -7.4767], [-0.3380, -0.0648, -5.0136], [-1.1602, 1.0432, -7.5801], [-1.6542, -1.0589, -6.6803], [5.6380, 1.6418, -2.6581], [4.0365, 2.1435, -3.1965], [5.7107, 1.6924, -0.8918], [6.0223, 0.0331, -3.2572], [6.3723, 2.3330, -3.0509], [8.7113, 3.5898, -0.1970], [9.6432, 3.1699, 1.2357], [8.8830, 5.2983, -0.5916], [9.1633, 2.5839, -1.5750], [7.6700, 3.3981, 0.0246], [7.2896, -1.1691, 1.3553], [7.0281, -1.8713, -0.2417], [8.5214, 0.0913, 1.3021], [5.7797, -0.5195, 2.0007], [7.6367, -1.9535, 2.0141], [4.9370, 2.5421, 4.6871], [4.9825, 2.6053, 2.9236], [3.3747, 1.9415, 5.2476], [6.2514, 1.5516, 5.3117], [5.0645, 3.5483, 5.0624], [-5.5162, -5.6648, 3.7338], [-6.5446, -4.2325, 3.4454], [-6.0494, -6.5064, 5.1749], [-5.5330, -6.7191, 2.3305], [-4.5046, -5.3135, 3.8906], [1.5291, -2.2395, -1.5534], [1.0140, -2.9322, -3.0844], [2.6796, -0.9361, -1.7940], [0.1148, -1.6631, -0.6315], [2.0043, -3.0194, -0.9731], [0.7278, -4.8144, 6.2597], [0.8431, -4.4889, 4.5254], [-0.9602, -4.8147, 6.7776], [1.5091, -6.3367, 6.6593], [1.2408, -4.0200, 6.7844]], "forces_ev_per_angstrom": [[0.5, 0.0, -0.3], [-0.1, 0.0, 0.1], [0.2, -0.4, -1.1], [-0.2, 0.5, 0.5], [0.0, -0.6, -0.4], [-0.5, 0.1, 0.2], [0.0, -0.4, -0.2], [-0.2, 0.3, 0.4], [-0.1, 0.0, 0.0], [-0.2, 0.1, 0.1], [-0.2, -0.1, 0.1], [0.0, 0.3, 0.8], [0.1, 0.1, 0.0], [0.0, -0.1, -0.2], [0.1, 0.2, 0.0], [0.3, 0.1, -0.1], [0.1, 0.0, 0.1], [0.0, 0.0, 0.0], [-0.3, 0.1, 0.1], [-0.2, 0.0, 0.0], [0.0, 0.0, -0.1], [0.1, 0.0, 0.0], [-0.1, -0.1, 0.0], [-0.2, -0.1, -0.1], [0.0, 0.0, 0.0], [0.0, 0.0, 0.0], [0.0, 0.1, 0.0], [0.0, -0.1, 0.0], [0.0, 0.0, 0.0], [0.0, 0.1, 0.1], [0.0, 0.0, 0.0], [0.1, -0.1, -0.2], [0.3, 0.0, -0.1], [0.5, 0.2, 0.2], [0.1, 0.1, 0.1], [-0.1, 0.0, 0.1], [0.1, 0.0, -0.1], [0.0, 0.0, 0.0], [0.1, 0.0, 0.0], [0.0, -0.1, 0.0], [0.0, 0.0, 0.0], [0.0, 0.0, 0.0], [0.0, 0.1, -0.2], [0.0, -0.1, 0.1], [0.0, 0.0, 0.0], [0.0, 0.0, 0.0], [-0.1, 0.0, 0.0], [0.1, 0.1, 0.0], [0.0, 0.0, 0.0], [0.0, 0.0, 0.0], [0.0, 0.0, 0.0], [0.0, 0.0, -0.1], [0.0, 0.0, 0.0], [-0.1, -0.1, 0.0], [0.0, -0.2, 0.0], [0.0, 0.0, 0.0], [0.0, -0.1, 0.0], [-0.1, 0.2, 0.0], [0.0, 0.0, 0.0], [0.0, 0.0, 0.0], [0.0, 0.0, 0.0], [0.0, -0.1, 0.0], [-0.2, -0.2, 0.0], [0.0, 0.0, 0.0], [0.0, 0.0, 0.0], [0.0, 0.0, 0.0], [0.0, 0.0, -0.1], [0.0, 0.0, 0.0], [0.0, -0.1, 0.0], [0.0, 0.1, 0.1], [0.0, 0.0, 0.1], [0.0, -0.1, 0.0], [0.3, 0.1, 0.1], [0.0, 0.0, 0.0], [0.0, 0.0, 0.0], [0.0, 0.0, 0.0]]}

---

2.
{"formula": "C16H20BF5NS6Sn", "method": "ωB97M-V/def2-TZVPD", "charge": -1, "homo_lumo_gap_ev": 6.412, "e_above_lowest_kj_mol": 0.0, "homo_energy_ev": -4.07, "multiplicity": 1, "symbols": ["Sn", "C", "C", "S", "C", "C", "S", "C", "C", "S", "C", "C", "S", "H", "H", "H", "H", "H", "H", "H", "H", "H", "H", "H", "H", "H", "H", "H", "H", "S", "C", "N", "C", "C", "C", "C", "C", "C", "S", "H", "H", "H", "H", "F", "B", "F", "F", "C", "F", "F"], "coordinates": [[0.6727, 0.1923, -0.6592], [-3.4172, -0.4014, 2.1706], [-4.1894, -0.7913, 0.9198], [-3.3993, -0.4092, -0.6664], [-3.7753, 1.3571, -0.8889], [-2.5823, 2.3014, -0.7577], [-2.3022, 2.7462, 0.9775], [-0.5998, 3.3703, 0.9324], [0.1544, 3.1366, 2.2373], [0.5287, 1.4084, 2.6418], [-0.8837, 0.9868, 3.7017], [-1.1389, -0.5147, 3.7264], [-1.7989, -1.2054, 2.1960], [-3.9857, -0.7134, 3.0524], [-3.2879, 0.6795, 2.1947], [-5.1766, -0.3232, 0.9397], [-4.3442, -1.8718, 0.8949], [-4.5809, 1.6263, -0.2001], [-4.1771, 1.4496, -1.8982], [-2.7725, 3.2068, -1.3368], [-1.6799, 1.8220, -1.1415], [-0.6090, 4.4422, 0.7209], [-0.0860, 2.8610, 0.1171], [-0.3629, 3.5865, 3.0883], [1.1258, 3.6256, 2.1552], [-1.7608, 1.5178, 3.3386], [-0.6701, 1.3244, 4.7191], [-1.8194, -0.7502, 4.5484], [-0.2089, -1.0577, 3.9025], [-0.7144, 0.1273, -3.8725], [0.6734, -0.7847, -3.6246], [1.4196, -0.8899, -2.5238], [2.5011, -1.7514, -2.6730], [3.4543, -2.0507, -1.7020], [4.4732, -2.9365, -2.0085], [4.5634, -3.5265, -3.2678], [3.6264, -3.2300, -4.2443], [2.6035, -2.3439, -3.9392], [1.2968, -1.7799, -4.9376], [3.4068, -1.5863, -0.7274], [5.2136, -3.1682, -1.2530], [5.3699, -4.2156, -3.4852], [3.6880, -3.6796, -5.2277], [0.5823, -2.9505, 0.0731], [0.9514, -1.7611, 0.5727], [1.3730, -1.8492, 1.8496], [3.6266, 0.3386, 0.6351], [2.7969, 0.9868, -0.2433], [2.6551, 2.2490, 0.3223], [3.5663, 1.1997, -1.3498]], "forces_ev_per_angstrom": [[0.0, -0.1, 0.0], [0.0, 0.0, 0.0], [0.0, 0.0, -0.1], [0.0, 0.0, 0.0], [0.0, 0.0, 0.0], [0.0, 0.0, 0.0], [0.1, 0.0, 0.0], [0.0, 0.1, 0.0], [0.0, 0.0, 0.0], [0.0, 0.0, -0.1], [0.1, 0.0, 0.0], [0.0, 0.0, 0.0], [0.0, 0.0, 0.0], [0.0, 0.0, 0.0], [0.0, 0.0, 0.0], [0.0, 0.0, 0.0], [0.0, 0.0, 0.0], [0.0, 0.0, 0.0], [0.0, 0.0, 0.0], [0.0, 0.0, 0.0], [0.0, 0.0, 0.0], [0.0, 0.0, 0.0], [0.0, 0.0, 0.0], [0.0, 0.0, 0.0], [0.0, 0.0, 0.0], [0.0, 0.0, 0.0], [0.0, 0.0, 0.0], [0.0, 0.0, 0.0], [0.0, 0.0, 0.0], [0.1, 0.0, 0.0], [-0.1, 0.0, 0.0], [0.0, 0.0, 0.0], [0.0, 0.0, 0.0], [0.0, 0.0, 0.0], [0.0, 0.0, 0.0], [0.0, 0.0, 0.0], [0.0, 0.0, 0.0], [0.0, 0.0, 0.0], [0.1, 0.0, 0.0], [0.0, 0.0, 0.0], [0.0, 0.0, 0.0], [0.0, 0.0, 0.0], [0.0, 0.0, 0.0], [0.0, 0.0, 0.0], [0.0, -0.1, -0.1], [0.0, 0.0, 0.0], [0.0, 0.0, 0.0], [0.0, 0.1, 0.1], [0.1, -0.1, 0.0], [0.0, 0.0, 0.0]]}

---

3.
{"formula": "C16H20ClCuN4", "method": "ωB97M-V/def2-TZVPD", "charge": 1, "s2": 0.762, "homo_lumo_gap_ev": [5.458, 3.340], "e_above_lowest_kj_mol": 0.0, "homo_energy_ev": [-10.18, -10.18], "multiplicity": 2, "symbols": ["Cu", "Cl", "N", "C", "C", "C", "C", "H", "H", "H", "H", "H", "N", "C", "C", "C", "C", "H", "H", "H", "H", "H", "N", "C", "C", "C", "C", "H", "H", "H", "H", "H", "N", "C", "C", "C", "C", "H", "H", "H", "H", "H"], "coordinates": [[-22.7952, 19.9751, -15.2796], [-24.8593, 20.8675, -15.8542], [-24.6155, 21.3463, -19.6334], [-25.5863, 21.8070, -20.4855], [-24.9832, 22.0460, -21.6911], [-23.6028, 21.7712, -21.5428], [-23.4001, 21.4159, -20.2344], [-24.7848, 21.1048, -18.6723], [-26.5971, 21.8886, -20.1271], [-25.4010, 22.3788, -22.6268], [-22.8367, 21.8017, -22.2980], [-22.4526, 21.1544, -19.7945], [-26.4563, 23.1509, -13.9889], [-25.9321, 23.7568, -12.8694], [-26.8973, 24.5956, -12.3802], [-27.9490, 24.6503, -13.3377], [-27.6496, 23.7365, -14.3173], [-25.9462, 22.5217, -14.5875], [-24.9300, 23.5058, -12.5673], [-26.8607, 25.1396, -11.4510], [-28.7995, 25.3088, -13.2956], [-28.1542, 23.5065, -15.2407], [-25.3035, 23.7228, -17.4495], [-24.4655, 24.7480, -17.1730], [-25.0279, 25.9487, -17.6761], [-26.1191, 25.5898, -18.4224], [-26.3032, 24.1984, -18.2259], [-25.1278, 22.7523, -17.1868], [-23.5204, 24.5332, -16.6991], [-24.5463, 26.9107, -17.6307], [-26.7137, 26.2811, -18.9942], [-27.0929, 23.5255, -18.5169], [-26.0431, 19.6246, -10.0043], [-25.4132, 18.4998, -10.4404], [-25.0461, 18.7152, -11.7539], [-25.4614, 20.0297, -12.0797], [-26.0378, 20.6034, -10.9731], [-26.4568, 19.7166, -9.0939], [-25.2643, 17.6548, -9.7920], [-24.4705, 18.0332, -12.3574], [-25.3841, 20.4743, -13.0605], [-26.3588, 21.6021, -10.7390]], "forces_ev_per_angstrom": [[-1.2, 0.4, -0.2], [1.2, -0.3, -0.1], [-0.1, 0.6, 0.8], [0.0, -0.2, 0.1], [0.3, 0.2, -0.6], [0.0, 0.2, 0.3], [0.5, -0.5, -0.7], [0.1, -0.2, 0.0], [-0.2, -0.2, -0.3], [-0.4, 0.0, 0.2], [0.0, 0.2, 0.0], [-0.2, -0.2, 0.4], [0.5, 0.7, -0.5], [-0.5, -0.8, -0.2], [0.2, 0.6, -0.1], [0.0, -0.3, 0.1], [0.0, 0.2, 0.1], [0.0, -0.1, 0.2], [-0.1, -0.1, 0.4], [0.1, 0.1, -0.1], [-0.1, -0.2, 0.0], [-0.1, -0.2, 0.1], [0.3, 0.5, -0.3], [0.0, -0.5, 0.4], [0.5, -0.1, -0.8], [0.1, 0.6, 0.5], [-0.3, -0.8, 0.1], [-0.1, 0.0, 0.1], [0.0, 0.3, 0.2], [-0.1, 0.1, 0.1], [-0.3, -0.3, -0.1], [-0.1, 0.2, -0.2], [0.2, 0.4, 0.2], [0.0, 0.1, -0.6], [0.0, -0.1, 0.7], [0.1, 0.4, -0.5], [0.1, -0.9, 0.3], [0.1, 0.1, 0.0], [-0.1, -0.1, 0.0], [-0.2, -0.1, -0.1], [0.1, 0.2, 0.1], [-0.3, 0.0, -0.3]]}

---

Among the records above, which one has the highest multiplicity? C16H20ClCuN4

---

Look up the multiplicity of the third one. 2